(1)
A cluster of 2 separate species, C2H2ClP in total in a non-equilibrium geometry. Source: the Open Molecules 2025 dataset; level of theory: the ωB97M-V functional and the def2-TZVPD basis.

Values from the calculation:
gap between HOMO and LUMO (alpha / beta)	6.9730 / 6.9935	eV
energy relative to the best compared isomer or geometry (same formula, charge and spin)	74.1	kcal/mol
HOMO (alpha / beta)	-0.2967 / -0.2973	Eh
charge	0
spin multiplicity	1
LUMO level (alpha / beta)	-0.040 / -0.040	Eh

```
6
C2H2ClP the ωB97M-V functional and the def2-TZVPD basis
C -1.67694 0.47788 0.49497
C -1.10023 -0.31163 -0.18080
P 3.24921 -0.96448 -0.12338
Cl 2.30446 0.61959 -0.50218
H -2.15607 0.78364 1.37290
H -0.62043 -0.60501 -1.06150
```

(2)
A structure of composition C2H2CrFO2 in a non-equilibrium geometry. Source: the Open Molecules 2025 dataset; level of theory: the ωB97M-V functional and the def2-TZVPD basis.

Values from the calculation:
gap between HOMO and LUMO (alpha / beta)	7.3459 / 9.4783	eV
energy relative to the best compared isomer or geometry (same formula, charge and spin)	0.0	kcal/mol
HOMO (alpha / beta)	-0.8266 / -0.8367	Eh
charge	+2
spin multiplicity	4
LUMO level (alpha / beta)	-0.557 / -0.488	Eh

```
8
C2H2CrFO2 the ωB97M-V functional and the def2-TZVPD basis
F -1.26239 0.89112 2.78180
O 1.44878 -1.67568 -1.66843
C 0.82565 -0.71039 -1.61360
C 0.29131 0.64337 -1.78925
O -0.14460 0.04079 -0.55180
Cr -0.60970 0.47119 1.21248
H -0.48129 0.70221 -2.56795
H 1.05647 1.42542 -1.68714
```